(1)
Here is 2 unconnected molecules or ions with the total composition CHN4O8 at a distorted geometry from the OMol25 dataset. Energies are from ωB97M-V with the def2-TZVPD basis set.

The geometry in XYZ format:
```
14
Properties=species:S:1:pos:R:3
C -0.69354 0.68437 -1.04617
N 1.23812 -2.60874 2.40842
N 0.68935 0.04651 -0.94627
N -1.33513 0.26042 0.39718
N -0.40417 2.16778 -0.91145
O 2.26674 -3.22315 2.47234
O 0.91879 -0.52614 0.11071
O 1.34307 -0.10376 -1.94631
O -1.18175 0.92360 1.38803
O -1.78597 -0.85302 0.32682
O 0.67259 2.54712 -0.50121
O -1.40502 2.81068 -1.05479
O -1.36493 0.27695 -2.08056
H 1.04184 -2.40263 1.38327
```

Summary:
**HOMO level**: -6.198 eV
**Charge**: -1
**ΔE to the lowest compared entry with this formula, charge and spin**: 0.0 kJ/mol
**Gap between HOMO and LUMO**: 8.8429 eV

Results of the natural (NBO) charge analysis, in e, for atoms 1 through 2: C 0.470; N -0.003

(2)
Here is a gas-phase ion, CHN4OS2 (charge -1) at a distorted geometry from the OMol25 dataset. Energies are from ωB97M-V with the def2-TZVPD basis set.

The geometry in XYZ format:
```
9
Properties=species:S:1:pos:R:3
O -3.58857 1.00029 -1.01737
S -2.89453 1.00229 0.30801
S -1.70827 -0.55645 0.54233
N 0.32831 -0.54043 0.07561
C 1.19718 0.46772 0.17817
N 2.42225 0.03915 -0.03250
N 2.27814 -1.26770 -0.27102
N 1.05124 -1.61609 -0.20921
H 0.91425 1.47122 0.42598
```

Summary:
**HOMO level (spin up / spin down)**: -4.465 / -4.467 eV
**Charge**: -1
**ΔE to the lowest compared entry with this formula, charge and spin**: 0.0 kJ/mol
**Gap between HOMO and LUMO (spin up / spin down)**: 7.7722 / 7.7748 eV

Results of the natural (NBO) charge analysis, in e, for atoms 1 through 2: O -0.989; S 0.688